# 1
2 unconnected molecules or ions with the total composition C3HF3O. Source: the OMol25 dataset; level of theory: wB97M-V/def2-TZVPD.

Structure (XYZ):
```
8
Properties=species:S:1:pos:R:3:forces:R:3
C 1.948 0.333 -1.998 -0.38 0.02 -0.18
C -0.773 0.455 0.547 -1.97 4.43 -0.95
C -0.314 -0.681 0.836 2.53 -3.88 1.29
O 0.921 0.385 -2.463 0.39 -0.02 0.17
F -0.392 1.481 1.374 -0.36 -0.32 -0.96
F 0.635 -0.830 1.762 -0.60 -0.29 -0.17
F -0.588 -1.826 0.249 -0.05 0.13 -0.13
H -1.438 0.684 -0.306 0.45 -0.07 0.93
```
Forces are in eV/Å.

## Properties
relative energy (zero: lowest compared OMol25 entry of this formula, charge and spin)	117.54	kJ/mol
F_max	4.9	eV/Å
electronic energy	-13325.2111	eV
E_LUMO	0.897	eV
HOMO-LUMO gap	11.28	eV

---

# 2
A single C3HF6NO molecule. Source: the OMol25 dataset; level of theory: wB97M-V/def2-TZVPD.

Structure (XYZ):
```
12
Properties=species:S:1:pos:R:3:forces:R:3
C -0.315 0.353 -0.628 -4.30 -1.29 1.99
C -0.475 1.789 -0.002 -1.68 -2.55 0.78
C 3.008 0.190 0.284 3.31 0.56 -2.13
N 1.639 0.102 0.274 -2.89 -0.54 0.49
O 1.021 0.306 -0.909 2.19 -1.09 -0.59
F -1.135 0.258 -1.772 1.80 0.38 0.75
F 0.152 2.653 -0.679 1.52 2.09 -1.30
F -1.709 2.213 0.232 -0.02 -0.42 0.13
F 3.525 0.991 -0.712 -0.60 -0.44 0.74
F 3.390 0.666 1.442 -0.13 0.68 0.82
F 3.664 -0.987 0.165 -0.85 -0.13 -0.32
H -0.753 -0.589 0.045 1.65 2.74 -1.38
```
Forces are in eV/Å.

## Properties
relative energy (zero: lowest compared OMol25 entry of this formula, charge and spin)	253.06	kJ/mol
F_max	4.9	eV/Å
electronic energy	-22964.3097	eV
E_LUMO (spin up / spin down)	-0.676 / -2.088	eV
HOMO-LUMO gap (spin up / spin down)	10.54 / 7.64	eV

---

# 3
2 unconnected molecules or ions with the total composition C3HFO. Source: the OMol25 dataset; level of theory: wB97M-V/def2-TZVPD.

Structure (XYZ):
```
6
Properties=species:S:1:pos:R:3:forces:R:3
C -1.154 -0.425 -0.922 1.88 0.36 1.64
C -0.148 -0.047 -0.340 -2.42 -0.86 -2.34
C 1.020 0.414 0.145 2.33 1.28 4.63
O 2.078 0.891 0.232 -2.29 -1.16 -1.02
F 0.291 0.079 1.890 1.05 0.41 -2.39
H -2.086 -0.912 -1.006 -0.55 -0.04 -0.52
```
Forces are in eV/Å.

## Properties
relative energy (zero: lowest compared OMol25 entry of this formula, charge and spin)	147.81	kJ/mol
F_max	5.3	eV/Å
electronic energy	-7887.8676	eV
E_LUMO	-1.486	eV
HOMO-LUMO gap	9.51	eV

---

# 4
2 unconnected molecules or ions with the total composition C3HINO3. Source: the OMol25 dataset; level of theory: wB97M-V/def2-TZVPD.

Structure (XYZ):
```
9
Properties=species:S:1:pos:R:3:forces:R:3
C 2.022 0.819 0.840 0.09 -0.60 1.18
C 2.602 1.798 -0.009 0.41 -0.01 0.05
C -1.519 -1.769 -0.150 -0.28 0.45 0.04
N -1.212 -0.623 -0.120 0.16 0.95 0.00
O 1.311 1.617 -0.255 -0.70 0.66 -0.92
O -2.046 -2.802 -0.201 -0.18 -1.29 -0.05
O 3.475 2.517 -0.405 -0.06 0.12 -0.18
I 2.554 -1.186 -0.011 0.19 -0.28 -0.15
H -0.366 -0.101 0.006 0.37 0.00 0.03
```
Forces are in eV/Å.

## Properties
relative energy (zero: lowest compared OMol25 entry of this formula, charge and spin)	186.44	kJ/mol
F_max	1.3	eV/Å
total charge	-1
electronic energy	-18859.9205	eV
E_LUMO	3.141	eV
HOMO-LUMO gap	7.17	eV

---

# 5
A gas-phase ion, C3HINOS2 (charge -1). Source: the OMol25 dataset; level of theory: wB97M-V/def2-TZVPD.

Structure (XYZ):
```
9
Properties=species:S:1:pos:R:3:forces:R:3
C -0.001 0.354 1.035 0.22 0.08 -0.12
C -0.791 -1.193 -0.670 0.15 0.26 0.30
C 0.576 1.331 0.279 0.69 0.48 -0.17
N -0.970 -0.412 0.243 -0.73 0.14 0.46
O 0.087 0.065 2.225 0.02 -0.28 0.46
S -1.761 -2.217 -1.687 0.11 -0.42 -0.49
S 0.382 -1.974 -1.737 -0.09 -0.07 -0.10
I 2.039 2.613 1.088 -0.35 -0.26 -0.08
H 0.437 1.433 -0.776 -0.02 0.08 -0.26
```
Forces are in eV/Å.

## Properties
relative energy (zero: lowest compared OMol25 entry of this formula, charge and spin)	183.88	kJ/mol
F_max	0.9	eV/Å
SMILES string	[O-]/C(=C\I)N=C1SS1
total charge	-1
electronic energy	-36435.6004	eV
E_LUMO	2.390	eV
HOMO-LUMO gap	5.64	eV

---

# 6
2 unconnected molecules or ions with the total composition C3HN3O. Source: the OMol25 dataset; level of theory: wB97M-V/def2-TZVPD.

Structure (XYZ):
```
8
Properties=species:S:1:pos:R:3:forces:R:3
C -0.115 1.701 0.214 -0.07 -0.16 -0.57
C -1.202 1.275 -0.514 -0.55 -0.07 0.10
C -0.046 -1.460 0.317 1.76 0.13 0.00
N 0.884 2.014 0.666 0.76 0.38 0.66
N -2.125 0.906 -1.084 -0.17 -0.05 -0.20
N 1.123 -1.337 0.275 -0.91 -0.02 0.02
O 2.289 -1.119 0.313 -0.07 0.04 0.13
H -0.808 -1.981 -0.188 -0.76 -0.26 -0.13
```
Forces are in eV/Å.

## Properties
relative energy (zero: lowest compared OMol25 entry of this formula, charge and spin)	258.78	kJ/mol
F_max	1.8	eV/Å
SMILES string	C#[N+][O-].N#CC#N
electronic energy	-9640.1355	eV
E_LUMO	-0.234	eV
HOMO-LUMO gap	10.31	eV

---

# 7
3 unconnected molecules or ions with the total composition C3HN3O2. Source: the OMol25 dataset; level of theory: wB97M-V/def2-TZVPD.

Structure (XYZ):
```
9
Properties=species:S:1:pos:R:3:forces:R:3
C -0.312 -1.554 0.321 0.25 -0.55 0.02
C 0.064 -0.793 -0.655 0.40 1.03 -1.88
C -1.737 1.841 -1.667 0.02 0.04 -0.62
N -0.337 -1.988 1.446 -1.82 1.55 1.34
N -1.410 -1.353 -2.059 -2.34 -0.21 -3.42
N -2.001 -1.392 -3.011 2.38 0.18 3.68
O -1.305 2.279 -2.638 0.57 0.50 -0.79
O -2.214 1.376 -0.737 -0.64 -0.47 1.44
H 0.057 -2.834 1.705 1.19 -2.06 0.22
```
Forces are in eV/Å.

## Properties
relative energy (zero: lowest compared OMol25 entry of this formula, charge and spin)	307.01	kJ/mol
F_max	4.4	eV/Å
electronic energy	-11688.2574	eV
E_LUMO	-1.320	eV
HOMO-LUMO gap	8.04	eV

---

# 8
2 unconnected molecules or ions with the total composition C3HNO. Source: the OMol25 dataset; level of theory: wB97M-V/def2-TZVPD.

Structure (XYZ):
```
6
Properties=species:S:1:pos:R:3:forces:R:3
C -2.089 -0.086 -0.130 -2.37 0.05 0.63
C 2.572 0.065 -0.062 0.46 -0.09 0.06
C -0.832 0.008 -0.133 1.80 -0.44 -0.90
N -3.262 -0.181 0.002 -0.81 -0.22 -0.34
O 3.654 -0.246 -0.052 -0.38 0.10 -0.03
H -0.043 0.440 0.376 1.29 0.59 0.59
```
Forces are in eV/Å.

## Properties
relative energy (zero: lowest compared OMol25 entry of this formula, charge and spin)	322.28	kJ/mol
F_max	2.4	eV/Å
electronic energy	-6659.6674	eV
E_LUMO (spin up / spin down)	-1.994 / -1.994	eV
HOMO-LUMO gap (spin up / spin down)	7.75 / 7.74	eV

---

# 9
2 unconnected molecules or ions with the total composition C3HNO2. Source: the OMol25 dataset; level of theory: wB97M-V/def2-TZVPD.

Structure (XYZ):
```
7
Properties=species:S:1:pos:R:3:forces:R:3
O -1.916 -1.988 -0.702 -0.07 1.24 0.28
C -1.885 -0.885 -0.444 -0.25 -1.43 -0.36
C 0.443 0.135 0.079 0.13 0.29 0.09
O -0.245 1.215 0.253 0.04 -0.25 -0.06
C 1.852 0.358 0.307 1.03 -0.17 0.09
N 3.004 0.260 0.427 -1.02 0.21 -0.08
H -1.181 0.955 0.076 0.14 0.12 0.04
```
Forces are in eV/Å.

## Properties
relative energy (zero: lowest compared OMol25 entry of this formula, charge and spin)	165.90	kJ/mol
F_max	1.5	eV/Å
electronic energy	-8708.6255	eV
E_LUMO	-1.021	eV
HOMO-LUMO gap	8.94	eV

---

# 10
A single C3HNO2 molecule. Source: the OMol25 dataset; level of theory: wB97M-V/def2-TZVPD.

Structure (XYZ):
```
7
Properties=species:S:1:pos:R:3:forces:R:3
O 1.322 -0.886 -1.223 0.01 -1.85 1.31
C 0.722 0.104 -0.866 1.48 -1.91 -1.24
C 0.061 -0.071 0.578 0.55 0.39 0.13
O 0.739 -0.560 1.441 -0.58 0.44 -0.82
C -1.359 0.255 0.827 -0.87 0.26 -0.14
N -2.479 0.486 1.009 1.24 -0.22 -0.22
H 0.995 0.671 -1.766 -1.82 2.89 0.98
```
Forces are in eV/Å.

## Properties
relative energy (zero: lowest compared OMol25 entry of this formula, charge and spin)	138.67	kJ/mol
F_max	3.6	eV/Å
SMILES string	N#CC(=O)C=O
electronic energy	-8708.9077	eV
E_LUMO	-1.507	eV
HOMO-LUMO gap	9.18	eV

---

# 11
A single C3HNO2 molecule. Source: the OMol25 dataset; level of theory: wB97M-V/def2-TZVPD.

Structure (XYZ):
```
7
Properties=species:S:1:pos:R:3:forces:R:3
C -0.089 -0.269 0.115 -2.84 0.15 0.12
C -2.332 -0.136 0.335 0.64 3.24 0.72
C -1.884 -1.501 0.158 0.41 -2.66 -1.29
N -0.405 -1.373 0.506 1.09 -0.65 0.46
O -2.916 0.552 1.077 0.07 -0.89 -0.60
O -2.293 -2.389 -0.521 -0.06 0.61 0.72
H 0.719 0.375 -0.122 0.69 0.18 -0.14
```
Forces are in eV/Å.

## Properties
relative energy (zero: lowest compared OMol25 entry of this formula, charge and spin)	232.08	kJ/mol
F_max	3.4	eV/Å
electronic energy	-8707.9396	eV
E_LUMO (spin up / spin down)	-0.755 / -0.752	eV
HOMO-LUMO gap (spin up / spin down)	8.10 / 8.10	eV

---

# 12
2 unconnected molecules or ions with the total composition C3HO2. Source: the OMol25 dataset; level of theory: wB97M-V/def2-TZVPD.

Structure (XYZ):
```
6
Properties=species:S:1:pos:R:3:forces:R:3
C -0.797 0.807 0.448 -0.30 2.30 2.59
C -0.775 -0.179 -0.248 -0.08 -2.25 -1.88
C -3.825 -0.039 0.067 -1.87 1.22 -1.29
O -3.951 1.067 -0.382 0.91 -3.03 1.51
O -4.070 -1.138 0.429 1.19 1.88 -0.29
H -0.878 1.481 1.294 0.15 -0.12 -0.64
```
Forces are in eV/Å.

## Properties
relative energy (zero: lowest compared OMol25 entry of this formula, charge and spin)	121.02	kJ/mol
F_max	3.5	eV/Å
total charge	-1
electronic energy	-7220.3682	eV
E_LUMO	3.712	eV
HOMO-LUMO gap	7.35	eV